Here is a molecular structure, C27H41BrN3O2PdSi4Te at a distorted geometry from OMol25. Energies are from ωB97M-V with the def2-TZVPD basis set.

Geometry as XYZ:
```
80
Properties=species:S:1:pos:R:3:lowdin_spin:R:1
Te -0.6958 0.9465 -2.3235 1.00
Pd 0.0004 0.8025 0.1841 1.32
Br -4.7290 -3.2254 4.5027 0.00
Si 2.9156 0.8666 -2.8333 0.10
Si 1.1671 -0.5806 -1.8824 0.21
Si 0.4455 -2.0535 -3.6707 0.07
Si 2.1747 -1.9883 -0.0801 0.08
O -1.3601 -0.5731 1.1447 0.15
O 0.6029 -0.4300 2.1221 0.07
N -0.9208 -2.1550 5.6035 0.00
N -1.7114 2.1986 0.4939 0.20
N 0.8611 2.4055 1.0915 0.28
C -0.4436 -1.5872 4.5014 0.00
C 3.8959 1.6606 -1.4641 0.02
C -2.4813 -1.9625 3.2973 0.00
C 0.0183 3.4875 1.3452 0.03
C -2.1612 -2.6273 5.5728 0.00
C -5.0118 3.1465 1.2553 0.00
C 3.2468 -0.9651 1.0507 0.01
C -0.9204 -3.0841 -2.8997 0.01
C -3.1122 1.9013 0.1706 0.03
C -4.7273 1.6719 3.5880 0.00
C 0.8636 -3.1173 0.6338 0.02
C 3.3474 -3.1013 -1.0296 0.01
C -1.1814 -1.4720 3.3292 0.01
C 1.7611 -3.1699 -4.4001 0.02
C -0.5950 -0.7973 2.1471 0.01
C 0.7081 4.4570 2.0283 0.07
C -1.3606 3.3120 1.0140 0.01
C 2.1441 2.1914 -3.9018 0.03
C 2.0509 2.6834 1.7024 0.01
C 2.0152 3.9431 2.2475 0.11
C 3.9445 -0.2605 -3.9029 0.03
C -5.6991 2.6630 3.5072 0.00
C -0.1864 -1.1263 -5.1786 0.02
C -3.9005 1.4232 2.5060 0.00
C -5.8427 3.3970 2.3408 0.00
C -2.9729 -2.5478 4.4454 0.00
C -4.0366 2.1607 1.3319 0.00
H 2.8629 1.9771 1.7048 0.00
H 1.0143 -3.2379 1.7086 0.00
H 4.6106 0.9687 -1.0167 0.00
H -3.1464 0.8501 -0.1196 0.01
H 4.2580 -0.9380 0.6405 0.00
H -3.1375 0.6523 2.5608 0.00
H -0.4998 -3.8257 -2.2167 0.00
H 2.2853 -3.8404 -3.7261 0.00
H 2.8845 0.0409 1.2203 0.00
H 1.5721 2.9068 -3.3081 0.01
H 4.2656 -1.1824 -3.4198 0.00
H 4.4523 2.5030 -1.8840 0.00
H 2.9514 2.7430 -4.3927 0.00
H 1.2132 -3.7934 -5.1154 0.00
H 4.1278 -2.5985 -1.5999 0.00
H 1.5054 1.7735 -4.6816 0.00
H -0.6159 -1.8776 -5.8474 0.00
H 2.8309 4.4401 2.7459 0.01
H 2.4985 -2.6078 -4.9735 0.00
H 3.4293 -0.5086 -4.8312 0.00
H 4.8445 0.3059 -4.1660 0.01
H 0.3234 5.4110 2.3516 0.00
H -0.9495 -0.3662 -5.0161 0.01
H -5.1317 3.7173 0.3413 0.00
H 0.6455 -0.6631 -5.7150 0.00
H -3.4214 2.4948 -0.6948 0.00
H 3.8496 -3.6780 -0.2429 0.00
H -2.0990 4.0779 1.2492 0.01
H -2.5375 -3.0874 6.4789 0.00
H -4.6155 1.0905 4.4940 0.00
H 0.5663 -1.1979 4.5400 0.00
H -0.1576 -2.7760 0.4706 0.00
H 2.8284 -3.8193 -1.6590 0.00
H 3.2827 -1.4557 2.0265 0.00
H 0.9830 -4.0942 0.1624 0.00
H -1.4721 -3.6222 -3.6739 0.00
H -6.6008 4.1660 2.2733 0.00
H -1.6321 -2.4803 -2.3328 0.00
H -6.3434 2.8586 4.3538 0.00
H 3.2470 2.0577 -0.6831 0.00
H -3.0852 -1.8786 2.4033 0.00
```

Results
- Frontier orbital gap (alpha / beta): 8.03 / 4.84 eV
- Relative energy (zero: lowest compared OMol25 entry of this formula, charge and spin): 1.556 eV
- Lowest unoccupied orbital energy (alpha / beta): -2.8 / -6.1 eV
- Multiplicity: 5
- ⟨S²⟩: 6.033
- Charge: +1
- HOMO (alpha / beta): -10.87 / -10.98 eV
- Calculated total energy: -5495.86503 a.u.